The molecule C21H35N3O3S in a non-equilibrium geometry, computed with the ωB97M-V functional and the def2-TZVPD basis.

```
! RIJCOSX wB97M-V def2-TZVPD def2/J DEFGRID3
* xyz 0 1
C -4.734 -3.074 -0.629
C -4.412 -2.135 -1.784
C -4.478 -0.679 -1.360
S -3.046 -0.272 -0.314
O -1.856 -0.695 -0.997
O -3.267 -0.769 1.017
N -3.124 1.411 -0.346
C -3.662 2.044 0.844
C -2.636 2.150 1.972
C -1.337 2.782 1.476
C -0.826 2.017 0.256
C 0.461 2.608 -0.307
O 0.874 3.715 -0.032
N 1.071 1.779 -1.178
C 2.310 2.101 -1.847
C 3.344 0.998 -1.636
C 3.729 0.845 -0.148
N 3.866 -0.537 0.265
C 4.981 -1.257 -0.320
C 6.319 -0.689 0.148
C 2.652 -1.232 0.408
C 2.322 -2.359 -0.341
C 1.119 -3.011 -0.130
C 0.233 -2.565 0.830
C 0.548 -1.451 1.602
C -0.385 -1.007 2.686
C 1.744 -0.793 1.375
C -1.915 2.046 -0.824
H -4.076 -2.868 0.211
H -4.602 -4.110 -0.933
H -5.763 -2.940 -0.302
H -3.400 -2.330 -2.146
H -5.109 -2.308 -2.609
H -5.365 -0.455 -0.775
H -4.399 0.000 -2.203
H -4.516 1.446 1.166
H -4.015 3.038 0.550
H -2.435 1.145 2.344
H -3.058 2.741 2.787
H -0.585 2.768 2.265
H -1.500 3.825 1.195
H -0.651 0.969 0.520
H 0.695 0.852 -1.317
H 2.655 3.050 -1.432
H 2.125 2.234 -2.921
H 2.911 0.056 -1.983
H 4.223 1.210 -2.246
H 2.950 1.302 0.462
H 4.661 1.371 0.062
H 4.909 -2.291 0.027
H 4.956 -1.260 -1.421
H 6.310 -0.565 1.228
H 6.531 0.272 -0.314
H 7.118 -1.375 -0.119
H 2.993 -2.727 -1.103
H 0.873 -3.875 -0.731
H -0.706 -3.073 0.987
H -0.331 -1.700 3.527
H -1.411 -1.009 2.323
H -0.126 -0.014 3.048
H 1.998 0.067 1.979
H -1.599 1.504 -1.715
H -2.153 3.079 -1.096
*
```

Gap between HOMO and LUMO, eV: 8.2
Relative energy (zero: lowest compared OMol25 entry of this formula, charge and spin), kcal/mol: 5.0
HOMO energy, Eh: -0.282
SMILES string: CCCS(=O)(=O)N1CCC[C@H](C(=O)NCCCN(CC)c2cccc(C)c2)C1

Mulliken atomic charge list, values in e, 6 entries:
1. C -1.060
2. C -0.320
3. C -0.809
4. S 1.094
5. O -0.694
6. O -0.705